DFT (ωB97M-V with the def2-TZVPD basis set) results for 11 unconnected molecules or ions with the total composition C99H209N11O11 at a distorted geometry.

orbital gap	8.24	eV
E	-144952.7718	eV
HOMO level	-7.847	eV
relative energy (zero: lowest compared OMol25 entry of this formula, charge and spin)	0.023	eV
net charge	0
structure (SMILES)	CC1(C)CCCC(C)(C)N1O.CC1(C)CCCC(C)(C)N1O.CC1(C)CCCC(C)(C)N1O.CC1(C)CCCC(C)(C)N1O.CC1(C)CCCC(C)(C)N1O.CC1(C)CCCC(C)(C)N1O.CC1(C)CCCC(C)(C)N1O.CC1(C)CCCC(C)(C)N1O.CC1(C)CCCC(C)(C)N1O.CC1(C)CCCC(C)(C)N1O.CC1(C)CCCC(C)(C)N1O
spin multiplicity	1

Each atom is followed by the atoms it is bonded to, with distances in Å.
Element x y z (Å)
1 H -5.5458 0.9368 -1.7263  C278 1.111
2 C 2.1638 -7.9293 -2.9985  C196 1.560, C233 1.561, N252 1.456, C281 1.553
3 H -3.7895 0.8832 5.6227  C83 1.086
4 H -0.9059 -4.0301 1.7052  C227 1.080
5 C 1.4208 -5.5960 -3.6652  H135 1.089, H213 1.081, C233 1.514, C319 1.507
6 H 1.7020 8.1519 1.3257  O78 0.964
7 H 2.0474 3.6513 -0.6413  C315 1.078
8 C -3.8284 -3.6699 -0.2265  C18 1.507, C31 1.557, H63 1.105, H320 1.127
9 C 1.8024 -6.2269 7.4209  H52 1.073, H108 1.077, H125 1.069, C230 1.537
10 C -0.3373 7.2069 -0.8257  H66 1.108, C82 1.566, H289 1.083, H325 1.089
11 C 4.1426 7.1646 0.5100  H27 1.081, H138 1.091, H159 1.082, C265 1.581
12 C -0.2744 -0.7894 2.5646  H75 1.070, H158 1.089, C218 1.578, H296 1.101
13 C 3.1913 1.3943 -5.1612  C55 1.505, N60 1.524, C241 1.558, C268 1.516
14 H -0.4127 5.8572 1.4900  C29 1.086
15 N -2.9700 4.7002 -6.1619  O19 1.409, C179 1.471, C181 1.474
16 N -3.0838 -5.7329 0.9533  C31 1.484, C97 1.436, O183 1.411
17 C 5.9464 2.5335 0.0628  H25 1.116, H46 1.083, C91 1.555, H131 1.118
18 C -3.1327 -2.9129 0.8750  C8 1.507, H84 1.092, C260 1.527, H329 1.086
19 O -2.1978 5.0706 -7.2806  N15 1.409, H180 0.988
20 H -5.6796 -1.3163 -0.7414  C132 1.082
21 C -7.3465 -1.6959 -2.1154  C103 1.536, C111 1.607, C132 1.566, N153 1.499
22 N -1.2885 0.3533 0.5950  C207 1.444, C218 1.493, O307 1.362
23 H 0.3591 -3.7268 5.5913  C318 1.073
24 C 7.3073 0.6644 0.9896  H49 1.098, C91 1.546, H244 1.097, H327 1.104
25 H 6.7925 2.6700 -0.6528  C17 1.116
26 N -4.0311 2.2034 2.6998  C222 1.474, O243 1.371, C285 1.480
27 H 3.9959 7.9178 -0.2508  C11 1.081
28 C 4.0325 -1.1561 1.1073  H99 1.094, H195 1.080, C203 1.507, C210 1.592
29 C -0.1362 5.1973 0.6731  H14 1.086, C82 1.521, H253 1.102, H309 1.115
30 H -0.6634 2.9919 -6.5423  C124 1.108
31 C -3.1626 -5.0697 -0.3719  C8 1.557, N16 1.484, C41 1.541, C77 1.582
32 H 5.2990 1.5831 2.6978  C282 1.094
33 C -3.2176 7.1554 -5.2414  H47 1.085, H155 1.097, H165 1.080, C181 1.564
34 C -2.4748 4.0511 3.2276  H35 1.083, H134 1.093, C285 1.562, H301 1.086
35 H -3.1174 4.8127 2.8041  C34 1.083
36 H -0.2208 -4.3871 7.1159  C318 1.091
37 C -8.7286 0.7426 -2.9241  H64 1.104, C98 1.508, H274 1.071, C280 1.503
38 C -0.8844 4.8623 -4.8880  H90 1.126, H150 1.102, C179 1.537, H191 1.121
39 C 1.5196 6.3221 6.8720  H43 1.098, H167 1.113, H224 1.105, C266 1.584
40 H 6.7285 -2.1172 0.8391  C152 1.087
41 C -4.0486 -5.8919 -1.3285  C31 1.541, H151 1.085, H170 1.085, H288 1.082
42 C 3.2719 4.9780 1.4229  H192 1.095, H254 1.108, C265 1.574, H273 1.112
43 H 0.9156 5.7179 7.5622  C39 1.098
44 H -4.1332 -0.9361 3.9450  C81 1.080
45 H -1.4717 -5.9709 -1.3585  C77 1.087
46 H 5.0735 2.7343 -0.5452  C17 1.083
47 H -3.9992 7.8980 -5.3597  C33 1.085
48 H -5.1715 4.1793 4.3262  C275 1.094
49 H 7.3155 -0.3663 1.3689  C24 1.098
50 H -0.1949 -5.3855 5.6937  C318 1.115
51 H 0.7390 -9.5418 -3.2626  C196 1.075
52 H 1.7183 -6.0223 8.4712  C9 1.073
53 C 3.3484 5.3778 -1.0945  H172 1.074, H177 1.107, C265 1.537, C315 1.512
54 N 1.8039 6.6653 0.1917  O78 1.432, C82 1.461, C265 1.418
55 C 2.1098 2.4152 -4.9287  C13 1.505, H161 1.095, H217 1.095, H250 1.095
56 H 2.3574 -2.9416 -6.9164  C238 1.090
57 H 0.5720 2.3137 5.6780  C117 1.110
58 H -4.3280 4.1513 -2.6488  C140 1.086
59 O 1.7434 -0.2331 -4.1418  N60 1.455, H112 0.952
60 N 2.4196 0.0997 -5.3867  C13 1.524, O59 1.455, C223 1.519
61 H 1.1155 -1.7280 -6.6075  C238 1.115
62 H -7.2579 -0.7753 -0.1286  C132 1.084
63 H -3.8310 -3.2175 -1.2344  C8 1.105
64 H -9.1569 1.7587 -2.8629  C37 1.104
65 H -5.5567 6.8392 -6.7060  C120 1.088
66 H 0.2829 7.7990 -1.5270  C10 1.108
67 H 5.0944 0.9534 -4.0449  C268 1.101
68 C 2.9916 -5.9123 -1.6618  C106 1.530, C156 1.581, N252 1.447, C319 1.537
69 C -2.8151 0.9164 -1.0748  H130 1.091, C207 1.498, H263 1.101, H267 1.085
70 H 5.0880 -5.8087 4.3296  C323 1.083
71 H -2.8067 -0.2232 2.9714  C81 1.107
72 C 1.1262 0.8080 1.2414  H122 1.064, C218 1.536, H246 1.104, H326 1.084
73 H 3.4760 -4.1837 7.5763  C119 1.090
74 H 1.6634 -2.6752 -5.2605  C238 1.093
75 H -0.4171 0.0319 3.2359  C12 1.070
76 H -5.1107 5.1219 -7.2143  C120 1.095
77 C -1.6820 -4.9965 -0.9248  C31 1.582, H45 1.087, H297 1.089, H314 1.089
78 O 1.4362 7.2344 1.4529  H6 0.964, N54 1.432
79 H -5.2688 6.1822 -4.1965  C264 1.086
80 H -0.7827 2.5707 -0.5216  C94 1.098
81 C -3.6417 -0.0157 3.6675  H44 1.080, H71 1.107, C83 1.519, C222 1.605
82 C 0.5994 6.0440 -0.3544  C10 1.566, C29 1.521, N54 1.461, C300 1.518
83 C -3.0252 0.6452 4.8886  H3 1.086, C81 1.519, C171 1.514, H214 1.094
84 H -3.4228 -1.8656 0.9825  C18 1.092
85 H 3.3121 -0.8140 -1.5441  C271 1.069
86 C 0.4053 -1.4965 0.2685  H160 1.126, C197 1.504, C218 1.591, H322 1.093
87 H 2.9534 -8.6827 -4.8481  C281 1.087
88 H 3.6458 1.2229 -3.0251  C268 1.077
89 H -3.1636 -7.6449 1.1299  O183 0.980
90 H -1.2157 5.8251 -4.4059  C38 1.126
91 C 5.8655 1.0833 0.6195  C17 1.555, C24 1.546, N137 1.457, C282 1.522
92 H 3.9034 -6.4383 3.1649  C323 1.080
93 H -0.1057 4.5971 5.5712  C229 1.083
94 C -0.5364 1.8002 -1.2640  H80 1.098, H96 1.078, H114 1.099, C207 1.509
95 H 3.3601 -1.8638 6.3375  C185 1.082
96 H 0.5218 1.6224 -1.3665  C94 1.078
97 C -2.7809 -5.0753 2.1932  N16 1.436, C227 1.592, C239 1.579, C260 1.606
98 C -7.2274 0.7041 -3.0629  C37 1.508, N153 1.487, C278 1.563, C292 1.530
99 H 3.7731 -2.1996 1.3074  C28 1.094
100 H 0.1305 -7.1304 -2.8430  C233 1.100
101 H 1.4327 -3.7798 3.6989  C212 1.090
102 H 1.0916 -6.2493 4.2959  O262 0.949
103 C -8.8758 -1.5708 -2.1793  C21 1.536, H129 1.089, H176 1.120, C280 1.525
104 H -3.2343 -3.1784 3.0590  C260 1.075
105 H 4.1723 -8.5405 -3.5418  C281 1.101
106 C 4.3124 -5.4910 -2.3094  C68 1.530, H148 1.084, H182 1.101, H247 1.087
107 H -6.8863 -2.5556 -0.2721  C132 1.100
108 H 2.7928 -6.6494 7.4024  C9 1.077
109 C 3.2323 -4.6674 4.2732  N175 1.474, C212 1.517, C277 1.522, C323 1.572
110 H 0.9994 -5.3018 -1.6357  C319 1.073
111 C -6.8896 -3.1470 -2.6346  C21 1.607, H146 1.110, H173 1.085, H255 1.079
112 H 0.8287 -0.1374 -4.3895  O59 0.952
113 C 2.6631 2.7372 5.8240  C117 1.568, C142 1.551, N163 1.477, C287 1.555
114 H -0.9721 2.0862 -2.2310  C94 1.099
115 H -5.3637 3.4290 2.1849  O243 0.956
116 H 1.9475 -3.3447 7.8460  C119 1.114
117 C 1.3873 2.4922 4.9468  H57 1.110, C113 1.568, H169 1.081, C308 1.496
118 H 3.4069 5.1808 4.1777  C147 1.074
119 C 2.5755 -3.8376 7.0684  H73 1.090, H116 1.114, C185 1.553, C230 1.510
120 C -4.7696 6.1138 -6.8994  H65 1.088, H76 1.095, C181 1.539, H237 1.087
121 H -6.7395 1.7957 3.4139  C228 1.102
122 H 1.5855 1.0078 0.3029  C72 1.064
123 H 2.2292 -5.7587 0.3831  C156 1.067
124 C -1.6069 2.7063 -6.0374  H30 1.108, C179 1.574, H302 1.065, H330 1.113
125 H 1.1449 -6.9833 7.0485  C9 1.069
126 H 4.7487 -3.7454 5.5380  C277 1.098
127 H 4.3420 -2.8527 4.2058  C277 1.090
128 H -4.6240 -3.7569 2.2462  C260 1.098
129 H -9.1686 -1.7825 -3.2069  C103 1.089
130 H -3.3830 0.0148 -0.8424  C69 1.091
131 H 6.0484 3.2627 0.9038  C17 1.118
132 C -6.7347 -1.5467 -0.6820  H20 1.082, C21 1.566, H62 1.084, H107 1.100
133 H 0.5117 -2.1499 -1.7598  C197 1.093
134 H -1.8779 3.6579 2.4010  C34 1.093
135 H 0.6001 -5.0090 -4.0750  C5 1.089
136 H -5.7394 0.9530 1.0794  C157 1.068
137 N 5.3055 0.2271 -0.4178  C91 1.457, C210 1.471, O290 1.478
138 H 5.1505 6.7586 0.4069  C11 1.091
139 C 4.1720 -1.7308 -4.8527  H200 1.089, C223 1.569, H232 1.089, H294 1.119
140 C -3.8206 4.6501 -3.4687  H58 1.086, H186 1.085, C264 1.563, C313 1.470
141 H 5.1879 0.7538 -7.9174  C259 1.077
142 C 3.9837 2.6497 5.0153  C113 1.551, H187 1.085, H190 1.101, H303 1.064
143 H -4.2215 0.1095 1.0477  C157 1.070
144 H 1.9334 -5.0646 2.5640  C212 1.092
145 H 1.8239 3.7998 3.2937  C308 1.093
146 H -5.8082 -3.3486 -2.4896  C111 1.110
147 C 3.1718 5.8460 4.9879  H118 1.074, H221 1.095, C266 1.549, H311 1.084
148 H 5.0984 -6.1691 -1.9955  C106 1.084
149 H -3.9341 4.1491 5.5330  C275 1.118
150 H -0.2475 4.3209 -4.1697  C38 1.102
151 H -5.0319 -6.0652 -0.9041  C41 1.085
152 C 6.1742 -2.1804 -0.0941  H40 1.087, C210 1.564, H242 1.091, H324 1.084
153 N -6.8591 -0.7330 -3.1559  C21 1.499, C98 1.487, O215 1.443
154 H 5.5257 -0.8880 2.6883  C203 1.092
155 H -2.3283 7.3645 -5.8483  C33 1.097
156 C 3.1296 -5.5184 -0.1373  C68 1.581, H123 1.067, H188 1.100, H312 1.058
157 C -5.1115 0.2779 1.6177  H136 1.068, H143 1.070, H168 1.108, C222 1.553
158 H -1.0264 -1.5776 2.5649  C12 1.089
159 H 4.0026 7.7004 1.4397  C11 1.082
160 H -0.3545 -2.3140 0.4154  C86 1.126
161 H 2.4979 3.4361 -5.0010  C55 1.095
162 H 0.4327 5.7493 4.4515  C229 1.109
163 N 2.4609 4.0110 6.5432  C113 1.477, C266 1.494, O284 1.426
164 H -3.6936 2.8006 -4.3454  C313 1.076
165 H -2.9788 7.1413 -4.1887  C33 1.080
166 H 3.1122 1.8184 -7.3676  C241 1.107
167 H 0.9496 7.0940 6.3074  C39 1.113
168 H -5.6289 -0.6903 1.7654  C157 1.108
169 H 1.4005 1.5115 4.4926  C117 1.081
170 H -4.0293 -5.4567 -2.3221  C41 1.085
171 C -2.3219 1.9173 4.4661  C83 1.514, H198 1.074, H226 1.087, C285 1.588
172 H 4.2755 4.8557 -0.9456  C53 1.074
173 H -6.9797 -3.2044 -3.7139  C111 1.085
174 H -4.4171 -6.2847 3.0939  C239 1.083
175 N 2.5735 -5.4912 5.3028  C109 1.474, C230 1.459, O262 1.417
176 H -9.3995 -2.2558 -1.4651  C103 1.120
177 H 3.4635 6.0592 -1.9599  C53 1.107
178 H -2.8065 -6.9285 3.3249  C239 1.096
179 C -2.0887 3.9723 -5.2356  N15 1.471, C38 1.537, C124 1.574, C313 1.578
180 H -2.7864 4.8180 -8.0328  O19 0.988
181 C -3.8420 5.8005 -5.7116  N15 1.474, C33 1.564, C120 1.539, C264 1.526
182 H 4.6242 -4.5170 -1.9004  C106 1.101
183 O -2.4758 -7.0028 0.8550  N16 1.411, H89 0.980
184 H 5.4784 0.3674 -6.2242  C259 1.080
185 C 2.9281 -2.7890 5.9788  H95 1.082, C119 1.553, H251 1.092, C277 1.530
186 H -3.1793 5.4355 -3.0835  C140 1.085
187 H 4.8480 3.0076 5.5655  C142 1.085
188 H 4.0325 -6.0334 0.2215  C156 1.100
189 H 2.3952 3.8294 -2.3477  C315 1.135
190 H 4.0479 1.5820 4.7549  C142 1.101
191 H -0.3535 5.1060 -5.8445  C38 1.121
192 H 2.9849 3.9269 1.3139  C42 1.095
193 H 4.4376 2.5899 -6.4240  C241 1.122
194 H 0.7247 -7.4503 -4.5209  C233 1.112
195 H 3.0993 -0.6865 0.8334  C28 1.080
196 C 1.6182 -9.3538 -2.6727  C2 1.560, H51 1.075, H240 1.084, H279 1.091
197 C 0.3554 -1.2195 -1.2089  C86 1.504, H133 1.093, C258 1.517, H286 1.089
198 H -1.5670 1.7237 3.7275  C171 1.074
199 H -2.2936 1.3391 1.8022  O307 0.978
200 H 4.9818 -1.0043 -4.8080  C139 1.089
201 H 0.0888 4.6620 -1.9330  C300 1.103
202 H 2.8059 0.6527 6.5303  C287 1.060
203 C 4.6248 -0.4230 2.2834  C28 1.507, H154 1.092, H220 1.121, C282 1.499
204 H 3.0454 -0.5355 -7.9353  C209 1.112
205 H -5.2997 -1.1876 -4.0927  O215 0.968
206 H -7.2544 0.6444 -5.2030  C292 1.093
207 C -1.3679 0.6210 -0.8221  N22 1.444, C69 1.498, C94 1.509, C258 1.560
208 H 4.5600 -1.7365 -2.2611  C271 1.081
209 C 3.8344 -0.7185 -7.1732  H204 1.112, C223 1.557, C259 1.530, H304 1.100
210 C 4.9714 -1.1849 -0.1785  C28 1.592, N137 1.471, C152 1.564, C271 1.527
211 H 3.9804 1.4560 1.6910  C282 1.123
212 C 2.2784 -4.2301 3.1782  H101 1.090, C109 1.517, H144 1.092, H317 1.109
213 H 2.2374 -5.5270 -4.3708  C5 1.081
214 H -2.3866 -0.1141 5.3505  C83 1.094
215 O -5.4195 -0.8047 -3.2116  N153 1.443, H205 0.968
216 H -2.3143 3.1051 -3.3043  C313 1.091
217 H 1.6328 2.2011 -3.9663  C55 1.095
218 C -0.0114 -0.2169 1.1180  C12 1.578, N22 1.493, C72 1.536, C86 1.591
219 H -5.3551 4.4741 -4.8614  C264 1.100
220 H 4.0684 -0.4221 3.2569  C203 1.121
221 H 4.0140 5.9415 5.6819  C147 1.095
222 C -4.7322 0.9352 2.9723  N26 1.474, C81 1.605, C157 1.553, C228 1.517
223 C 3.1160 -1.1632 -5.8651  N60 1.519, C139 1.569, C209 1.557, C238 1.543
224 H 2.3503 6.8271 7.3964  C39 1.105
225 O 3.5836 -8.1449 -1.1247  H231 0.990, N252 1.394
226 H -2.0103 2.5681 5.2786  C171 1.087
227 C -1.2395 -4.7556 2.4327  H4 1.080, C97 1.592, H234 1.110, H283 1.113
228 C -5.9950 1.0807 3.8008  H121 1.102, C222 1.517, H298 1.090, H305 1.079
229 C 0.7721 4.8378 4.9852  H93 1.083, H162 1.109, C266 1.554, C308 1.552
230 C 1.8439 -5.0171 6.4743  C9 1.537, C119 1.510, N175 1.459, C318 1.546
231 H 3.2123 -8.2156 -0.2102  O225 0.990
232 H 3.6856 -1.8274 -3.8834  C139 1.089
233 C 0.9917 -7.0407 -3.5218  C2 1.561, C5 1.514, H100 1.100, H194 1.112
234 H -1.1186 -4.2586 3.4176  C227 1.110
235 H -7.0168 1.6880 -1.0236  C278 1.075
236 H -10.3190 0.0097 -1.8128  C280 1.075
237 H -4.1348 6.5933 -7.6398  C120 1.087
238 C 2.0262 -2.2097 -6.1803  H56 1.090, H61 1.115, H74 1.093, C223 1.543
239 C -3.3949 -6.0036 3.3135  C97 1.579, H174 1.083, H178 1.096, H256 1.094
240 H 2.4030 -10.0535 -2.9352  C196 1.084
241 C 3.8426 1.6470 -6.5540  C13 1.558, H166 1.107, H193 1.122, C259 1.494
242 H 5.7297 -3.1660 -0.2364  C152 1.091
243 O -4.6024 3.0294 1.7670  N26 1.371, H115 0.956
244 H 7.9501 0.7700 0.1069  C24 1.097
245 H 1.1643 5.8386 -2.5612  C300 1.097
246 H 0.8002 1.7333 1.7471  C72 1.104
247 H 4.2338 -5.4263 -3.3914  C106 1.087
248 H -4.8396 2.7841 5.4509  C275 1.065
249 H 3.5591 -2.5079 -1.0691  C271 1.090
250 H 1.3494 2.4101 -5.7169  C55 1.095
251 H 2.0536 -2.4161 5.4406  C185 1.092
252 N 2.6718 -7.3184 -1.7788  C2 1.456, C68 1.447, O225 1.394
253 H 0.4511 4.3325 1.0226  C29 1.102
254 H 2.9129 5.5230 2.3184  C42 1.108
255 H -7.4689 -3.9642 -2.2331  C111 1.079
256 H -3.3388 -5.5765 4.3186  C239 1.094
257 H 1.9819 1.8552 7.6366  C287 1.084
258 C -1.0061 -0.6802 -1.6036  C197 1.517, C207 1.560, H306 1.106, H328 1.103
259 C 4.7189 0.5144 -6.9781  H141 1.077, H184 1.080, C209 1.530, C241 1.494
260 C -3.5352 -3.6582 2.1455  C18 1.527, C97 1.606, H104 1.075, H128 1.098
261 H 4.3544 2.5089 -3.9845  C268 1.077
262 O 1.8979 -6.5700 4.6791  H102 0.949, N175 1.417
263 H -3.1003 1.6775 -0.3316  C69 1.101
264 C -4.7185 5.3186 -4.5593  H79 1.086, C140 1.563, C181 1.526, H219 1.100
265 C 3.0695 6.0295 0.2692  C11 1.581, C42 1.574, C53 1.537, N54 1.418
266 C 2.0162 5.2423 5.8243  C39 1.584, C147 1.549, N163 1.494, C229 1.554
267 H -3.0218 1.2655 -2.0813  C69 1.085
268 C 4.1188 1.4580 -3.9632  C13 1.516, H67 1.101, H88 1.077, H261 1.077
269 H 3.3230 4.3380 8.2437  O284 0.965
270 H 3.7180 1.7472 7.4683  C287 1.105
271 C 4.0417 -1.5651 -1.3281  H85 1.069, H208 1.081, C210 1.527, H249 1.090
272 H -7.1558 2.3459 -4.4851  C292 1.082
273 H 4.3737 5.0429 1.5618  C42 1.112
274 H -9.0853 0.3597 -3.8585  C37 1.071
275 C -4.4379 3.5016 4.7737  H48 1.094, H149 1.118, H248 1.065, C285 1.548
276 H -6.3147 2.5012 -2.3003  C278 1.085
277 C 3.8550 -3.4633 4.9654  C109 1.522, H126 1.098, H127 1.090, C185 1.530
278 C -6.4838 1.4933 -1.9368  H1 1.111, C98 1.563, H235 1.075, H276 1.085
279 H 1.1950 -9.4777 -1.6750  C196 1.091
280 C -9.2539 -0.1367 -1.8235  C37 1.503, C103 1.525, H236 1.075, H316 1.090
281 C 3.3134 -8.0592 -4.0340  C2 1.553, H87 1.087, H105 1.101, H295 1.085
282 C 4.9796 0.9682 1.8511  H32 1.094, C91 1.522, C203 1.499, H211 1.123
283 H -0.5398 -5.6208 2.4281  C227 1.113
284 O 3.6104 4.3335 7.3223  N163 1.426, H269 0.965
285 C -3.3717 2.9156 3.8165  N26 1.480, C34 1.562, C171 1.588, C275 1.548
286 H 1.1183 -0.5417 -1.5899  C197 1.089
287 C 2.7655 1.6383 6.9195  C113 1.555, H202 1.060, H257 1.084, H270 1.105
288 H -3.6038 -6.8692 -1.4628  C41 1.082
289 H -1.2242 6.7815 -1.2799  C10 1.083
290 O 6.1396 0.2670 -1.6372  N137 1.478, H310 0.944
291 H 0.2049 3.3646 3.4096  C308 1.086
292 C -6.8677 1.3047 -4.4228  C98 1.530, H206 1.093, H272 1.082, H321 1.091
293 H 4.9484 -4.9496 2.9120  C323 1.087
294 H 4.4957 -2.7822 -5.0590  C139 1.119
295 H 3.7471 -7.0973 -4.2861  C281 1.085
296 H 0.6900 -1.2156 2.8813  C12 1.101
297 H -0.9821 -4.8085 -0.1115  C77 1.089
298 H -6.5672 0.1535 3.7771  C228 1.090
299 H 2.0627 -4.0752 -2.1557  C319 1.087
300 C 0.9380 5.2993 -1.6332  C82 1.518, H201 1.103, H245 1.097, C315 1.584
301 H -1.8374 4.4021 4.0336  C34 1.086
302 H -2.2808 2.5521 -6.8470  C124 1.065
303 H 3.9499 3.1904 4.0991  C142 1.064
304 H 4.4367 -1.5672 -7.5300  C209 1.100
305 H -5.8809 1.2559 4.8596  C228 1.079
306 H -1.1471 -0.3828 -2.6595  C258 1.106
307 O -1.4844 1.5140 1.2808  N22 1.362, H199 0.978
308 C 1.0452 3.6348 4.0431  C117 1.496, H145 1.093, C229 1.552, H291 1.086
309 H -1.0435 4.8100 0.1525  C29 1.115
310 H 5.4989 0.6722 -2.2000  O290 0.944
311 H 2.9159 6.8162 4.5776  C147 1.084
312 H 3.2000 -4.4733 0.0084  C156 1.058
313 C -3.0037 3.5586 -4.0182  C140 1.470, H164 1.076, C179 1.578, H216 1.091
314 H -1.5926 -4.2199 -1.6828  C77 1.089
315 C 2.2254 4.4092 -1.3871  H7 1.078, C53 1.512, H189 1.135, C300 1.584
316 H -8.9109 0.1863 -0.8411  C280 1.090
317 H 2.7319 -3.4074 2.5894  C212 1.109
318 C 0.3782 -4.5911 6.2270  H23 1.073, H36 1.091, H50 1.115, C230 1.546
319 C 1.8299 -5.1286 -2.2924  C5 1.507, C68 1.537, H110 1.073, H299 1.087
320 H -4.9022 -3.6872 0.1161  C8 1.127
321 H -5.7768 1.2962 -4.4188  C292 1.091
322 H 1.3643 -1.8988 0.6046  C86 1.093
323 C 4.3420 -5.5466 3.5890  H70 1.083, H92 1.080, C109 1.572, H293 1.087
324 H 6.8076 -2.0089 -0.9563  C152 1.084
325 H -0.6267 7.7778 0.0560  C10 1.089
326 H 1.8449 0.3306 1.8983  C72 1.084
327 H 7.6742 1.2828 1.8272  C24 1.104
328 H -1.7291 -1.4817 -1.3774  C258 1.103
329 H -2.0752 -2.8246 0.6444  C18 1.086
330 H -1.5739 1.7549 -5.4599  C124 1.113